No. 1
The following is a DFT calculation (ωB97M-V/def2-TZVPD) of an isolated ion of composition C23H44BrNO7PS and charge +1.

Properties
2S+1: 1
LUMO energy in eV: -3.48
Total charge: +1

Element x y z (Å)
H1 1.04 -4.12 0.82
C1 5.45 1.95 -3.00
H2 -0.13 3.95 1.75
C2 -2.92 -0.33 -0.53
H3 -0.40 5.21 -1.48
H4 0.13 -0.02 2.81
C3 1.59 0.86 4.11
H5 -1.91 1.41 -1.27
C4 0.52 0.97 3.02
H6 1.54 -1.13 -3.02
C5 -2.18 4.18 -2.08
C6 4.88 2.18 -1.64
Br1 -0.98 2.00 3.71
H7 -1.18 -2.39 -2.71
H8 5.23 2.81 -3.64
S1 0.83 1.98 -2.27
C7 -0.34 -4.41 2.41
H9 -0.22 4.37 -3.03
H10 -0.49 -0.37 0.78
O1 5.47 2.27 -0.61
H11 1.48 2.59 1.99
H12 -2.80 -3.59 2.80
C8 -2.87 -2.77 -1.41
N1 -0.08 2.89 -0.06
H13 -1.44 1.04 1.18
C9 -0.01 3.13 -1.34
H14 0.32 -4.19 -1.77
H15 1.33 -0.99 0.93
H16 -2.56 3.65 -1.20
H17 1.13 0.78 5.09
C10 -0.75 3.80 0.87
O2 1.85 -1.36 0.22
H18 -1.06 -5.65 -0.49
O3 1.12 -1.12 -2.14
H19 4.97 1.08 -3.44
O4 -0.83 -3.06 2.38
H20 -1.15 -5.09 2.72
H21 2.10 1.01 1.66
C11 -2.03 -2.88 3.12
H22 -3.56 5.54 -1.75
H23 -1.82 -4.33 0.39
H24 -1.71 3.37 1.19
C12 -0.46 -3.70 -1.17
O5 3.52 -0.47 -1.52
H25 -1.08 -0.09 -1.64
C13 -0.79 0.62 0.41
H26 0.59 -5.79 1.10
H27 -1.71 -1.95 0.24
H28 -3.46 -3.64 -1.11
H29 -0.93 4.75 0.39
P1 2.12 -0.49 -1.07
H30 2.21 -0.02 3.92
H31 3.51 1.52 0.20
C14 2.84 2.07 -0.47
O6 3.50 2.30 -1.69
C15 0.45 1.54 0.37
H32 2.58 3.02 0.02
C16 -1.63 0.43 -0.85
C17 -2.70 -1.81 -0.21
H33 -1.83 -4.02 -2.80
H34 -3.43 0.17 0.30
H35 -3.41 -2.11 0.57
H36 2.23 1.75 4.12
C18 -1.57 -3.22 -2.10
H37 0.45 -4.49 3.17
O7 -2.69 5.50 -2.15
C19 1.17 1.57 1.76
H38 0.03 -2.83 -0.71
H39 -1.86 -3.00 4.20
H40 -2.47 3.60 -2.97
C20 -0.88 -4.66 -0.06
C21 0.19 -4.78 1.04
C22 1.54 1.26 -0.74
H41 -3.48 -2.26 -2.17
H42 -2.39 -1.87 2.93
C23 -0.65 4.29 -2.03
H43 -3.59 -0.24 -1.40
H44 6.52 1.81 -2.91

The computed Löwdin charges, all in e, follow: atom 1 (H): 0.105, atom 2 (C): 0.036, atom 3 (H): 0.074, atom 4 (C): -0.176, atom 5 (H): 0.135, atom 6 (H): 0.076, atom 7 (C): -0.127, atom 8 (H): 0.092, atom 9 (C): -0.720, atom 10 (H): 0.115, atom 11 (C): -0.247, atom 12 (C): -0.502, atom 13 (Br): 0.792, atom 14 (H): 0.092, atom 15 (H): 0.098, atom 16 (S): 1.204, atom 17 (C): -0.225, atom 18 (H): 0.124, atom 19 (H): 0.101, atom 20 (O): 0.139, atom 21 (H): 0.125, atom 22 (H): 0.093, atom 23 (C): -0.187, atom 24 (N): -0.048, atom 25 (H): 0.086, atom 26 (C): -0.486, atom 27 (H): 0.124, atom 28 (H): 0.064, atom 29 (H): 0.112, atom 30 (H): 0.069, atom 31 (C): 0.001, atom 32 (O): -0.067, atom 33 (H): 0.121, atom 34 (O): -0.127, atom 35 (H): 0.090, atom 36 (O): -0.229, atom 37 (H): 0.125, atom 38 (H): 0.118, atom 39 (C): -0.115, atom 40 (H): 0.104, atom 41 (H): 0.097, atom 42 (H): 0.085, atom 43 (C): -0.221, atom 44 (O): -0.195, atom 45 (H): 0.094, atom 46 (C): -0.127, atom 47 (H): 0.118, atom 48 (H): 0.079, atom 49 (H): 0.109, atom 50 (H): 0.100, atom 51 (P): 0.468, atom 52 (H): 0.092, atom 53 (H): 0.126, atom 54 (C): -0.221, atom 55 (O): -0.086, atom 56 (C): -0.340, atom 57 (H): 0.143, atom 58 (C): -0.186, atom 59 (C): -0.191, atom 60 (H): 0.114, atom 61 (H): 0.115, atom 62 (H): 0.109, atom 63 (H): 0.091, atom 64 (C): -0.196, atom 65 (H): 0.124, atom 66 (O): -0.034, atom 67 (C): -0.162, atom 68 (H): 0.065, atom 69 (H): 0.094, atom 70 (H): 0.132, atom 71 (C): -0.183, atom 72 (C): -0.164, atom 73 (C): -0.486, atom 74 (H): 0.106, atom 75 (H): 0.079, atom 76 (C): -0.119, atom 77 (H): 0.112, atom 78 (H): 0.099

No. 2
The following is a DFT calculation (ωB97M-V/def2-TZVPD) of C23H44Cl3N4O3SScSi as an isolated structure at a distorted geometry.

Properties
2S+1: 1
LUMO energy in eV: -0.17
Energy above the lowest of the compared OMol25 structures with the same formula, charge and spin in kcal per mole: 137.4

Element x y z (Å)
N1 0.00 4.98 2.97
C1 1.44 5.25 3.07
C2 -0.90 -4.24 1.91
H1 -2.69 -1.69 -4.11
H2 -1.19 -1.98 -5.11
H3 -1.59 -1.95 5.78
C3 -0.87 6.12 2.70
H4 1.07 3.09 -4.61
H5 -0.42 6.77 1.95
C4 -2.14 -3.77 1.48
H6 0.93 -3.28 -0.81
C5 1.14 0.87 5.00
H7 1.21 -4.34 1.44
C6 -1.94 -2.43 -4.43
O1 2.21 0.53 0.49
Si1 -0.49 2.22 -3.00
C7 -0.16 -4.97 -4.52
H8 -1.84 5.78 2.34
H9 -1.99 -0.28 6.19
H10 -2.52 -3.21 -4.95
Cl1 -2.09 2.64 0.93
H11 -1.52 3.64 3.25
H12 -2.22 -1.53 -1.88
C8 -2.28 -3.15 0.23
H13 2.63 -3.25 -1.57
C9 0.08 -3.41 -0.15
C10 1.19 2.83 -3.55
H14 0.40 -5.87 -4.19
C11 -1.16 -2.97 -3.24
H15 3.31 0.56 -1.91
N2 -1.32 -0.54 4.25
H16 1.75 -0.26 3.33
H17 -3.01 -3.89 2.12
H18 1.99 2.10 -3.46
Sc1 0.19 1.82 0.83
H19 -2.32 0.91 -4.03
C12 0.22 -4.04 1.09
S1 -0.50 -0.60 1.74
H20 -0.96 -5.38 -5.17
N3 0.96 -0.19 3.99
C13 -1.38 -2.24 -1.87
Cl2 1.49 3.60 0.02
H21 -0.55 4.21 -1.49
H22 -0.90 1.04 -5.11
C14 -0.46 3.73 3.00
H23 1.62 1.76 4.55
H24 3.10 -2.98 0.14
N4 2.75 -1.24 -0.93
C15 -0.25 -0.43 3.44
H25 1.96 4.30 3.02
H26 -2.17 -0.74 3.73
H27 4.26 -2.65 -1.21
O2 -0.37 -1.74 -2.65
H28 -1.43 4.45 -3.05
C16 3.21 -2.62 -0.89
C17 -0.61 -4.25 -3.30
H29 1.49 3.73 -2.99
O3 0.24 2.70 2.74
H30 1.79 0.49 5.80
C18 2.22 -0.70 0.18
H31 2.20 -0.50 -2.86
Cl3 -0.31 0.66 -1.17
H32 -0.78 -4.68 2.90
C19 -1.29 -0.91 5.65
H33 -1.03 6.71 3.61
H34 -3.27 -2.83 -0.13
H35 3.89 -1.00 -2.63
H36 -1.96 2.46 -4.86
H37 -0.52 -4.85 -2.39
C20 3.05 -0.48 -2.15
H38 -2.20 3.55 -1.69
C21 -1.16 -2.94 -0.60
C22 -1.52 1.57 -4.38
C23 -1.25 3.75 -2.21
H39 1.62 5.74 4.03
H40 1.74 5.90 2.24
H41 0.17 1.16 5.42
H42 -0.29 -0.78 6.06
H43 0.51 -4.39 -5.19
H44 1.75 -1.44 0.86

The computed Löwdin charges, all in e, follow: atom 1 (N): -0.159, atom 2 (C): -0.039, atom 3 (C): -0.125, atom 4 (H): 0.058, atom 5 (H): 0.080, atom 6 (H): 0.094, atom 7 (C): -0.022, atom 8 (H): 0.045, atom 9 (H): 0.103, atom 10 (C): -0.125, atom 11 (H): 0.073, atom 12 (C): -0.075, atom 13 (H): 0.095, atom 14 (C): -0.040, atom 15 (O): -0.195, atom 16 (Si): 0.462, atom 17 (C): -0.209, atom 18 (H): 0.094, atom 19 (H): 0.090, atom 20 (H): 0.077, atom 21 (Cl): 0.075, atom 22 (H): 0.115, atom 23 (H): 0.119, atom 24 (C): -0.051, atom 25 (H): 0.093, atom 26 (C): -0.076, atom 27 (C): -0.188, atom 28 (H): 0.053, atom 29 (C): -0.407, atom 30 (H): 0.090, atom 31 (N): -0.026, atom 32 (H): 0.140, atom 33 (H): 0.095, atom 34 (H): 0.014, atom 35 (Sc): 0.105, atom 36 (H): 0.039, atom 37 (C): -0.102, atom 38 (S): 0.742, atom 39 (H): 0.041, atom 40 (N): -0.022, atom 41 (C): -0.346, atom 42 (Cl): 0.103, atom 43 (H): -0.029, atom 44 (H): 0.047, atom 45 (C): -0.354, atom 46 (H): 0.077, atom 47 (H): 0.090, atom 48 (N): -0.145, atom 49 (C): -0.733, atom 50 (H): 0.075, atom 51 (H): 0.134, atom 52 (H): 0.094, atom 53 (O): -0.192, atom 54 (H): 0.044, atom 55 (C): -0.044, atom 56 (C): -0.228, atom 57 (H): 0.018, atom 58 (O): -0.241, atom 59 (H): 0.089, atom 60 (C): -0.354, atom 61 (H): 0.089, atom 62 (Cl): 0.411, atom 63 (H): 0.090, atom 64 (C): -0.060, atom 65 (H): 0.094, atom 66 (H): 0.118, atom 67 (H): 0.090, atom 68 (H): 0.047, atom 69 (H): 0.053, atom 70 (C): -0.016, atom 71 (H): -0.002, atom 72 (C): -0.202, atom 73 (C): -0.182, atom 74 (C): -0.252, atom 75 (H): 0.101, atom 76 (H): 0.088, atom 77 (H): 0.087, atom 78 (H): 0.071, atom 79 (H): 0.053, atom 80 (H): 0.086

| no. | HOMO level (eV) | gap between HOMO and LUMO (eV) | calculated total energy (Ha) |
| --- | --- | --- | --- |
| 1 | -12.09 | 8.609 | -4797.6422 |
| 2 | -3.63 | 3.453 | -4176.6234 |